C4H32AlB6O2S as an isolated structure at a distorted geometry. Source: the OMol25 dataset; level of theory: wB97M-V/def2-TZVPD.

```
! wB97M-V def2-TZVPD RIJCOSX def2/J DEFGRID3
* xyz -3 1
Al -35.782 17.179 17.068
B -36.183 16.792 19.621
H -36.512 17.778 19.332
H -36.700 16.601 20.548
H -36.373 16.084 18.829
H -35.122 16.875 19.801
B -34.712 18.781 18.518
H -34.397 19.224 19.450
H -35.736 18.983 18.245
H -34.038 19.057 17.722
H -34.556 17.723 18.667
B -37.814 18.351 18.065
H -36.884 18.884 17.939
H -37.820 17.482 17.425
H -37.941 17.977 19.069
H -38.710 18.925 17.892
B -35.386 17.127 13.990
H -34.513 17.709 13.734
H -35.791 17.398 14.953
H -36.132 17.271 13.225
H -35.070 16.097 14.043
B -33.667 16.967 15.552
H -32.743 16.538 15.197
H -33.766 17.142 16.612
H -33.840 17.870 14.986
H -34.414 16.202 15.408
B -35.466 14.839 16.349
H -36.011 13.972 16.010
H -34.415 14.714 16.137
H -35.686 15.706 15.746
H -35.673 15.020 17.392
C -39.645 18.674 13.853
C -40.489 17.770 14.837
C -39.535 17.018 15.805
S -37.965 16.745 14.873
O -38.002 15.366 14.466
O -36.913 17.337 15.725
C -38.371 17.917 13.505
H -39.571 19.682 14.260
H -40.325 18.733 13.003
H -41.112 17.131 14.211
H -41.154 18.358 15.470
H -39.969 16.046 16.039
H -39.413 17.714 16.635
H -38.419 17.415 12.539
H -37.502 18.572 13.440
*
```

For the HOMO-LUMO gap, the calculation gives 2.58 eV. As for the HOMO energy: 3.720 eV. The strongest force on any atom comes out at 7.958 eV/Å.



C4H32BO24 as an isolated structure at a distorted geometry. Source: the OMol25 dataset; level of theory: wB97M-V/def2-TZVPD.

```
! wB97M-V def2-TZVPD RIJCOSX def2/J DEFGRID3
* xyz -1 1
O 24.452 5.118 -7.143
C 25.126 5.999 -6.572
O 24.664 6.917 -5.929
B 25.774 7.894 -5.679
O 26.928 7.209 -6.335
C 26.528 6.115 -6.817
O 27.219 5.464 -7.631
O 26.000 8.085 -4.262
C 25.960 9.333 -4.106
O 26.247 9.801 -3.010
C 25.633 10.070 -5.306
O 25.392 9.216 -6.226
O 25.330 11.282 -5.459
O 23.884 3.093 -8.988
H 23.972 3.697 -8.264
H 23.814 2.302 -8.423
O 23.907 13.569 -4.259
H 23.114 13.141 -4.614
H 24.721 12.967 -4.267
O 23.336 11.309 -7.229
H 23.206 12.230 -7.501
H 24.102 11.322 -6.665
O 25.061 2.452 -6.283
H 25.103 1.553 -6.027
H 25.687 2.979 -5.798
O 26.828 8.100 -1.081
H 26.788 8.827 -1.683
H 26.052 8.285 -0.564
O 21.541 4.742 -6.695
H 21.284 5.617 -6.582
H 22.471 4.708 -6.802
O 23.910 8.470 -8.639
H 24.506 8.826 -7.999
H 23.271 7.944 -8.163
O 26.885 3.859 -4.926
H 27.297 4.589 -4.385
H 27.378 3.056 -4.722
O 22.089 7.330 -7.058
H 22.692 7.241 -6.351
H 21.770 8.176 -6.677
O 24.760 6.092 -2.539
H 23.904 5.962 -2.070
H 24.984 7.000 -2.691
O 26.827 2.858 -8.396
H 27.135 3.793 -8.191
H 26.070 2.729 -7.826
O 22.156 6.557 -4.074
H 22.676 7.163 -3.583
H 22.805 5.886 -4.249
O 22.701 9.633 -5.077
H 22.283 10.244 -4.512
H 22.730 10.122 -5.947
O 23.872 11.148 -2.556
H 24.781 11.025 -2.511
H 23.625 11.232 -1.632
O 26.119 4.553 -10.491
H 26.723 5.110 -10.023
H 26.418 3.667 -10.204
O 23.654 4.197 -4.536
H 24.215 4.526 -3.809
H 24.381 4.047 -5.155
*
```

For the HOMO-LUMO gap, the calculation gives 8.07 eV. As for the HOMO energy: -7.174 eV. The energy above the lowest of the compared OMol25 structures with the same formula, charge and spin is 368.0 kJ/mol. The strongest force on any atom comes out at 9.774 eV/Å.



A 11-piece molecular cluster, C4H32N2O10 overall at a distorted geometry. Source: the OMol25 dataset; level of theory: wB97M-V/def2-TZVPD.

```
! wB97M-V def2-TZVPD RIJCOSX def2/J DEFGRID3
* xyz 0 1
C -3.150 -0.105 -1.378
N -2.104 0.459 -0.438
C -3.664 0.694 1.479
C -2.297 0.246 0.995
C -1.852 -1.186 1.395
N -0.422 -1.423 1.557
H -3.340 0.536 -2.227
H -2.603 -0.956 -1.889
H -4.146 -0.315 -0.983
H -1.934 1.385 -0.763
H -4.476 0.008 1.223
H -3.748 1.747 1.220
H -3.639 0.680 2.584
H -1.472 0.873 1.415
H -2.448 -1.339 2.303
H -2.235 -1.852 0.632
H 0.078 -0.778 2.205
H 0.193 -1.300 0.762
H 1.003 2.068 -0.458
H 1.601 3.444 -0.047
O 0.818 3.016 -0.420
H 1.386 0.584 1.943
H 1.313 0.722 3.566
O 0.804 0.774 2.755
H -2.801 -2.681 -1.603
H -1.527 -3.339 -0.939
O -1.993 -3.190 -1.765
H -0.012 -0.153 -1.106
H 0.750 0.733 -1.965
O 0.933 0.001 -1.325
H 3.020 -1.854 -0.084
H 2.315 -0.767 -0.945
O 3.175 -0.959 -0.438
H 1.727 -4.039 0.110
H 0.988 -2.981 1.145
O 1.778 -3.279 0.685
H -0.332 -1.947 -2.866
H 1.070 -1.701 -2.632
O 0.498 -2.452 -2.918
H 3.797 0.597 2.041
H 3.090 0.075 0.824
O 3.003 0.821 1.537
H 0.423 3.580 -1.916
H -0.967 4.210 -2.410
O -0.335 3.499 -2.575
H 2.257 3.071 1.860
H 3.316 2.553 0.754
O 2.986 3.291 1.263
*
```

For the HOMO-LUMO gap, the calculation gives 9.46 eV. As for the HOMO energy: -9.240 eV. The energy above the lowest of the compared OMol25 structures with the same formula, charge and spin is 139.2 kJ/mol. The strongest force on any atom comes out at 3.180 eV/Å. Its SMILES is CN[C@@H](C)CN.O.O.O.O.O.O.O.O.O.O.



A 11-piece molecular cluster, C4H32N2O10 overall at a distorted geometry. Source: the OMol25 dataset; level of theory: wB97M-V/def2-TZVPD.

```
! wB97M-V def2-TZVPD RIJCOSX def2/J DEFGRID3
* xyz 2 1
C -0.792 2.151 -1.321
C 0.524 1.379 -0.933
C 0.867 1.604 0.477
C 0.635 2.633 1.270
N 1.440 0.380 1.152
N -1.837 1.058 -1.054
H -1.088 3.010 -0.666
H -1.063 2.518 -2.365
H 0.618 0.332 -1.266
H 1.270 1.769 -1.710
H 0.885 2.598 2.316
H 0.222 3.593 0.931
H 2.469 0.474 1.307
H 1.312 -0.535 0.722
H 0.842 0.300 2.049
H -1.754 0.545 -0.147
H -2.757 1.356 -1.078
H -1.951 0.237 -1.702
H -5.064 2.472 -1.382
H -4.652 2.911 -0.052
O -4.288 2.409 -0.813
H 0.923 -3.845 -2.427
H 0.158 -2.967 -3.410
O 0.662 -2.959 -2.578
H -1.071 -1.551 1.253
H -1.401 -0.816 2.617
O -0.953 -0.694 1.730
H 1.123 -0.164 5.174
H -0.287 0.512 4.891
O 0.567 0.288 4.555
H -2.763 -1.237 -2.689
H -2.463 -0.838 -4.067
O -2.205 -0.590 -3.161
H -1.787 -2.752 4.434
H -1.863 -3.668 3.124
O -1.975 -2.810 3.506
H 3.233 -2.553 2.600
H 1.802 -2.269 1.780
O 2.634 -1.956 2.143
H 1.683 -1.128 -2.643
H 2.943 -0.325 -2.026
O 2.054 -0.665 -1.905
H 3.550 2.514 -3.289
H 2.309 3.083 -3.885
O 2.604 2.482 -3.186
H 0.533 -3.313 0.113
H 1.089 -2.048 -0.596
O 0.708 -2.361 0.254
*
```

For the HOMO-LUMO gap, the calculation gives 10.64 eV. As for the HOMO energy: -15.880 eV. The energy above the lowest of the compared OMol25 structures with the same formula, charge and spin is 183.8 kJ/mol. The strongest force on any atom comes out at 4.148 eV/Å.